(1)
The following is a DFT calculation (ωB97M-V/def2-TZVPD) of a structure of composition C35H40F4MoN8OTe.

frontier orbital gap (alpha / beta): 4.78 / 4.44 eV
ΔE to the lowest compared entry with this formula, charge and spin: 0.00 kcal/mol
HOMO level (alpha / beta): -9.2 / -9.2 eV
net charge: +1
LUMO level (alpha / beta): -4.43 / -4.77 eV
⟨S²⟩: 0.77
2S+1: 2

Last column: Mulliken charge in e.
Cartesian coordinates (Å):
1 Mo -0.32694 0.22053 -0.24594  1.038
2 C -0.77014 -1.30542 -3.17468  -1.091
3 N -1.53738 -0.61701 -2.11599  0.357
4 C -2.64164 -1.50705 -1.69742  -1.106
5 C -2.07619 0.65046 -2.66032  -0.817
6 C -2.77848 1.41672 -1.56145  -1.106
7 N -1.94532 1.30563 -0.35879  0.774
8 C -2.44828 1.95167 0.79701  -0.694
9 C -2.73545 1.22736 1.94894  0.493
10 F -2.55662 -0.10882 1.95174  -0.327
11 C -3.20303 1.84405 3.09354  0.226
12 F -3.45205 1.09710 4.16855  -0.306
13 C -3.42378 3.20639 3.12540  -0.256
14 C -3.15341 3.93573 1.98442  0.070
15 F -3.32886 5.25398 1.97771  -0.386
16 C -2.67026 3.32414 0.84204  0.723
17 F -2.38670 4.07460 -0.22314  -0.420
18 H -1.44180 -1.62572 -3.97567  0.428
19 H -0.27417 -2.18019 -2.75857  0.242
20 H -0.02127 -0.63675 -3.58979  0.403
21 H -3.37822 -1.60491 -2.50007  0.322
22 H -3.13031 -1.12414 -0.80223  0.202
23 H -2.23986 -2.49268 -1.48186  0.520
24 H -2.74728 0.45495 -3.50190  0.458
25 H -1.22674 1.23158 -3.02805  0.345
26 H -3.77197 1.00583 -1.35878  0.423
27 H -2.91137 2.45502 -1.86654  0.486
28 H -3.80256 3.68596 4.01695  0.553
29 N 1.22393 0.46417 -1.56969  -0.450
30 C 2.14317 0.55636 -2.30904  0.662
31 N 3.11569 0.73989 -3.07063  -0.560
32 C 3.75763 -0.34529 -3.52316  0.434
33 N 4.32112 -1.26571 -3.92771  -0.497
34 N 1.62712 -2.18831 -0.41293  -0.013
35 C 1.85907 -3.48481 -0.19735  -0.248
36 C 0.66383 -4.05556 0.19904  -1.095
37 C -0.24951 -3.00536 0.20092  -0.940
38 N 0.33907 -1.86870 -0.18102  0.922
39 H 2.26754 -1.46559 -0.71020  -0.029
40 H 2.83940 -3.90757 -0.34080  0.507
41 H 0.48239 -5.08419 0.45248  0.462
42 H -1.28983 -3.00781 0.48182  0.693
43 C 0.86695 -0.09495 3.62341  -1.353
44 C 1.43457 0.16058 2.26272  0.320
45 O 2.58439 0.16063 2.04549  -0.250
46 N 0.49241 0.46869 1.24394  0.010
47 Te 3.36936 2.41000 0.29091  0.652
48 C 5.24726 3.09356 0.98532  0.057
49 C 6.20342 2.17816 1.43451  0.793
50 C 5.98927 0.68880 1.50391  -1.664
51 C 7.43413 2.67506 1.86787  -0.855
52 C 7.72482 4.02600 1.86270  0.759
53 C 9.05721 4.54250 2.33212  -1.572
54 C 6.75528 4.90916 1.39808  -0.926
55 C 5.51619 4.47490 0.95023  0.845
56 C 4.52932 5.48958 0.44489  -1.360
57 C 2.09273 3.52913 1.54337  0.944
58 C 2.29918 3.61278 2.92507  0.854
59 C 3.45118 2.95737 3.63847  -1.856
60 C 1.39683 4.37322 3.67512  -0.983
61 C 0.33588 5.04876 3.09615  0.414
62 C -0.59964 5.88820 3.92509  -1.509
63 C 0.16088 4.94822 1.71916  -0.764
64 C 1.01958 4.19590 0.92549  0.705
65 C 0.79072 4.15129 -0.56111  -1.769
66 H 1.58157 -0.64875 4.22464  0.393
67 H -0.08801 -0.61838 3.56223  0.353
68 H 0.68880 0.88042 4.08603  0.228
69 H 5.02762 0.37505 1.10918  -0.132
70 H 6.03326 0.35009 2.54213  0.335
71 H 6.77305 0.16534 0.95433  0.533
72 H 8.18285 1.97185 2.21845  0.353
73 H 9.70923 3.73117 2.65133  0.361
74 H 8.93163 5.23077 3.16939  0.338
75 H 9.55999 5.09046 1.53372  0.356
76 H 6.97765 5.97081 1.37343  0.397
77 H 4.99968 6.46955 0.37102  0.444
78 H 3.66700 5.58036 1.10804  0.243
79 H 4.16186 5.22548 -0.54889  0.191
80 H 3.67649 1.97163 3.23076  0.133
81 H 3.21564 2.84184 4.69749  0.508
82 H 4.35209 3.56867 3.56254  0.325
83 H 1.54845 4.44603 4.74761  0.373
84 H -0.32058 5.87437 4.97723  0.381
85 H -1.62716 5.53426 3.83138  0.194
86 H -0.59184 6.92399 3.58206  0.348
87 H -0.65159 5.49208 1.24632  0.602
88 H -0.04264 4.79464 -0.84028  0.400
89 H 0.55278 3.13751 -0.90350  0.047
90 H 1.67412 4.48679 -1.10707  0.399

***

(2)
The following is a DFT calculation (ωB97M-V/def2-TZVPD) of a structure of composition C35H40N6O3PRbS5.

frontier orbital gap: 7.14 eV
ΔE to the lowest compared entry with this formula, charge and spin: 23.62 kcal/mol
HOMO level: -7.0 eV
LUMO level: 0.13 eV

Last column: Mulliken charge in e.
Cartesian coordinates (Å):
1 Rb -0.93136 -0.21887 -0.80308  1.032
2 O -0.55512 -5.45531 2.53478  -0.719
3 C -0.57729 -5.83388 1.24727  0.526
4 C -0.47696 -7.20073 0.97344  -0.786
5 C -0.50356 -7.66125 -0.32694  -0.209
6 C -0.62542 -6.76923 -1.38818  -0.856
7 C -0.71323 -5.41733 -1.11656  -0.570
8 C -0.69248 -4.92109 0.18508  0.171
9 C -0.78410 -3.43354 0.36517  0.289
10 O -0.73134 -2.69755 -0.64265  -0.670
11 N -0.91722 -3.04174 1.63649  -0.579
12 N -1.02991 -1.66465 1.80217  0.305
13 C -1.08106 -1.30648 3.01842  -0.283
14 S -1.27369 0.39683 3.46232  0.079
15 C -1.47308 0.08256 5.23384  -0.712
16 C -0.61853 -1.11855 5.58810  -0.510
17 S -0.96864 -2.42554 4.38539  -0.185
18 H -0.67890 -4.46687 2.52980  0.683
19 H -0.38486 -7.87972 1.81054  0.401
20 H -0.42999 -8.72520 -0.51663  0.364
21 H -0.65165 -7.12861 -2.40834  0.401
22 H -0.79778 -4.69120 -1.91464  0.505
23 H -2.52210 -0.11117 5.45893  0.290
24 H -1.15165 0.98034 5.76210  0.380
25 H -0.85512 -1.50115 6.58070  0.389
26 H 0.44044 -0.86033 5.54597  0.223
27 N -0.08268 3.57089 1.34259  0.343
28 P 0.76550 2.11055 1.00474  0.242
29 C 1.97475 2.70551 -0.25287  0.556
30 C 1.54108 2.68817 -1.57994  -0.491
31 C 2.34331 3.18793 -2.59469  -0.750
32 C 3.59815 3.69889 -2.29690  -0.682
33 C 4.04552 3.71157 -0.98218  -0.659
34 C 3.23729 3.22248 0.03317  -0.304
35 C 1.81288 1.98263 2.48874  0.407
36 C 1.56414 2.66413 3.67542  -0.447
37 C 2.31930 2.40369 4.81155  -0.658
38 C 3.32307 1.44922 4.77830  -0.484
39 C 3.56990 0.75319 3.60190  -0.748
40 C 2.81878 1.01618 2.46982  -0.631
41 C -1.17315 3.91821 0.56050  0.292
42 C -1.78201 5.17285 0.69155  -1.032
43 C -2.86017 5.45951 -0.11631  -0.403
44 C -3.31411 4.50753 -1.02468  -0.869
45 C -2.64629 3.29922 -1.07845  -0.592
46 N -1.59401 3.00814 -0.31122  0.574
47 H 0.40341 4.34383 1.77437  0.354
48 H 0.55393 2.30969 -1.82141  0.457
49 H 1.98388 3.17149 -3.61583  0.443
50 H 4.22675 4.09072 -3.08691  0.445
51 H 5.02340 4.11131 -0.74589  0.425
52 H 3.59359 3.24537 1.05569  0.343
53 H 0.75811 3.38362 3.73107  0.339
54 H 2.11477 2.94435 5.72647  0.409
55 H 3.90763 1.24230 5.66473  0.391
56 H 4.34261 -0.00351 3.56992  0.411
57 H 3.00762 0.45304 1.56221  0.479
58 H -1.40645 5.89180 1.40729  0.461
59 H -3.34654 6.42341 -0.04129  0.413
60 H -4.15307 4.69991 -1.67677  0.480
61 H -2.95868 2.51581 -1.75867  0.385
62 C -4.29898 -1.17085 1.47588  -1.168
63 S -3.55907 0.32000 0.81834  0.919
64 C -4.92145 1.43378 1.15606  -1.144
65 O -3.53367 0.14802 -0.67424  -0.702
66 H -4.49773 -1.03633 2.53785  0.359
67 H -3.57867 -1.97417 1.33904  0.148
68 H -5.21422 -1.37256 0.92057  0.489
69 H -5.08777 1.48248 2.23053  0.365
70 H -5.80536 1.06809 0.63519  0.389
71 H -4.63994 2.41470 0.77966  0.251
72 C 4.62309 0.49167 -4.15624  -0.974
73 C 3.92892 -0.79039 -3.69994  -0.222
74 C 2.58726 -0.52858 -3.18327  -0.092
75 N 1.54308 -0.31402 -2.76181  0.008
76 H 5.61272 0.25506 -4.54349  0.395
77 H 4.72864 1.18970 -3.32772  0.158
78 H 4.05178 0.98394 -4.94180  0.301
79 H 4.49648 -1.28732 -2.91154  0.284
80 H 3.83683 -1.50381 -4.52156  0.239
81 S -2.47742 0.99619 -4.15559  -0.192
82 C -1.42876 -0.18969 -4.60973  0.107
83 N -1.49328 -1.46978 -4.21224  -0.164
84 C -0.35782 -2.32867 -4.50297  -0.448
85 C 0.29123 -1.73281 -5.75187  -0.591
86 S -0.07039 0.04648 -5.68855  -0.144
87 H -2.11872 -1.68416 -3.44767  0.291
88 H -0.70196 -3.34486 -4.69375  0.477
89 H 0.33202 -2.34298 -3.65298  0.102
90 H -0.14106 -2.14909 -6.66092  0.428
91 H 1.36664 -1.89340 -5.76478  0.271